# 1
A single C5H10FN molecule in a non-equilibrium geometry, computed with ωB97M-V/def2-TZVPD.

Element x y z (Å)
1 N 1.684 -1.144 -0.505
2 C 1.184 -0.628 0.714
3 C 0.374 0.706 0.517
4 F 1.007 1.591 -0.369
5 C -1.070 0.528 0.049
6 C -1.541 -0.469 -0.891
7 C -2.083 -0.480 0.512
8 H 2.300 -1.927 -0.395
9 H 2.245 -0.449 -1.025
10 H 0.485 -1.389 1.196
11 H 2.031 -0.492 1.435
12 H 0.297 1.266 1.475
13 H -1.512 1.535 -0.211
14 H -2.103 -0.013 -1.679
15 H -0.990 -1.363 -1.205
16 H -3.054 -0.149 0.756
17 H -1.740 -1.272 1.102

Properties
SMILES string: NC[C@@H](F)C1CC1
Net charge: 0
Spin multiplicity: 1
E_LUMO in eV: 1.1
F_max in eV Å⁻¹: 2.35

The molecule's Mulliken atomic charges, reported in e, are given here:
1. N -0.556
2. C -0.632
3. C 0.305
4. F -0.339
5. C -0.174
6. C -0.480
7. C -0.683
8. H 0.214
9. H 0.220
10. H 0.227
11. H 0.373
12. H 0.233
13. H 0.346
14. H 0.255
15. H 0.209
16. H 0.271
17. H 0.213

# 2
A single C5H10FNO molecule in a non-equilibrium geometry, computed with ωB97M-V/def2-TZVPD.

Element x y z (Å)
1 C -1.873 1.105 -0.100
2 O -0.623 1.367 0.592
3 C -0.349 0.149 1.120
4 C 1.022 -0.215 1.405
5 F 1.179 -0.762 2.624
6 C 0.295 -1.021 0.329
7 C 0.682 -0.963 -1.164
8 N 1.527 0.213 -1.651
9 H -2.674 0.890 0.632
10 H -2.235 2.204 -0.435
11 H -1.835 0.348 -0.953
12 H -0.978 -0.199 1.892
13 H 1.711 0.522 1.026
14 H -0.018 -2.073 0.591
15 H -0.269 -0.777 -1.823
16 H 1.107 -2.047 -1.539
17 H 0.961 1.031 -1.564
18 H 2.369 0.229 -0.983

Properties
SMILES string: CO[C@@H]1[C@@H](F)[C@@H]1CN
Net charge: 0
Spin multiplicity: 1
E_LUMO in eV: 0.9
F_max in eV Å⁻¹: 4.14

The molecule's Mulliken atomic charges, reported in e, are given here:
1. C -0.588
2. O -0.397
3. C -0.107
4. C -0.263
5. F -0.320
6. C -0.084
7. C -0.628
8. N -0.643
9. H 0.347
10. H 0.221
11. H 0.183
12. H 0.509
13. H 0.386
14. H 0.346
15. H 0.202
16. H 0.270
17. H 0.321
18. H 0.245

# 3
2 unconnected molecules or ions with the total composition C5H10FNO in a non-equilibrium geometry, computed with ωB97M-V/def2-TZVPD.

Element x y z (Å)
1 C 1.937 -0.479 0.377
2 C 1.890 0.736 0.826
3 C 1.271 1.342 2.069
4 F 2.506 1.738 0.159
5 H 2.616 -0.577 -0.504
6 H 1.584 -1.380 0.903
7 H 1.088 2.411 1.839
8 H 1.989 0.980 2.820
9 H 0.361 0.925 2.307
10 C -2.095 -1.665 -1.391
11 N -1.780 -0.274 -1.758
12 C -1.395 0.509 -0.699
13 O -1.390 0.199 0.483
14 H -2.692 -1.571 -0.452
15 H -2.319 -2.195 -2.333
16 H -1.102 -2.067 -1.052
17 H -1.378 -0.162 -2.615
18 H -1.092 1.531 -0.976

Properties
SMILES string: C=C(C)F.CNC=O
Net charge: 0
Spin multiplicity: 1
E_LUMO in eV: 0.9
F_max in eV Å⁻¹: 4.02

The molecule's Mulliken atomic charges, reported in e, are given here:
1. C -0.790
2. C 0.620
3. C -0.984
4. F -0.286
5. H 0.261
6. H 0.276
7. H 0.275
8. H 0.292
9. H 0.327
10. C -0.674
11. N -0.220
12. C 0.038
13. O -0.557
14. H 0.250
15. H 0.291
16. H 0.235
17. H 0.237
18. H 0.409

# 4
A gas-phase ion, C5H10IN2 (charge +1) in a non-equilibrium geometry, computed with ωB97M-V/def2-TZVPD.

Element x y z (Å)
1 C -1.571 1.569 -0.360
2 C -0.541 0.857 -0.589
3 C 0.050 0.693 -2.073
4 I -0.117 -1.361 -3.044
5 N 0.069 0.068 0.374
6 C 1.115 0.573 1.207
7 C -0.330 -1.186 0.486
8 N 0.489 -2.064 1.014
9 H -1.878 1.448 0.666
10 H -2.161 2.210 -1.006
11 H 1.041 1.002 -2.232
12 H -0.730 1.177 -2.650
13 H 1.047 1.632 1.649
14 H 1.326 0.012 2.200
15 H 2.028 0.663 0.672
16 H -1.036 -1.568 -0.276
17 H 0.237 -3.048 1.167
18 H 1.349 -1.815 1.496

Properties
SMILES string: C=C(CI)N(C)C=[NH2+]
Net charge: +1
Spin multiplicity: 1
E_LUMO in eV: -3.9
F_max in eV Å⁻¹: 6.09

The molecule's Mulliken atomic charges, reported in e, are given here:
1. C -0.822
2. C 0.252
3. C -1.216
4. I 0.113
5. N 0.239
6. C -1.043
7. C 0.158
8. N -0.279
9. H 0.297
10. H 0.342
11. H 0.444
12. H 0.489
13. H 0.313
14. H 0.375
15. H 0.442
16. H 0.444
17. H 0.263
18. H 0.190